Record 1
DFT (ωB97M-V with the def2-TZVPD basis set) results for a 14-piece molecular cluster, C4H35NO16 overall at a distorted geometry.

XYZ file:
```
56
Properties=species:S:1:pos:R:3:lowdin_charge:R:1
O 1.767 0.478 -3.198 0.0313
C 0.925 0.928 -2.447 -0.2965
N 0.661 0.120 -1.303 0.0323
C -0.688 -0.022 -0.819 -0.2833
C -1.088 1.108 0.219 -0.1751
O -0.655 0.668 1.494 -0.1100
C -1.743 -0.303 -1.960 -0.1565
O -1.729 -1.748 -2.104 -0.1113
H 0.428 1.851 -2.512 0.1144
H 1.070 -0.986 -1.429 0.1908
H -0.628 -1.024 -0.098 0.1555
H -0.622 2.017 -0.170 0.0949
H -2.154 1.408 0.494 0.1337
H 0.230 1.055 1.719 0.0609
H -2.815 -0.063 -1.773 0.0812
H -1.452 0.199 -2.932 0.1317
H -1.899 -2.034 -3.073 0.1496
H 3.644 0.340 -1.224 0.0319
H 3.878 -0.958 -0.652 0.1268
O 3.452 -0.033 -0.351 -0.1029
H -3.726 -2.072 1.504 -0.1274
H -4.228 -0.911 2.246 -0.0384
O -4.337 -1.534 1.607 0.0750
H 2.124 0.150 3.074 -0.0964
H 3.007 -0.619 4.166 0.1231
O 2.139 -0.048 3.958 -0.0828
H 2.091 0.615 0.807 0.0307
H 2.768 1.710 1.945 0.1361
O 1.964 1.234 1.547 -0.1076
H -1.718 -0.168 3.248 0.0572
H -2.994 -0.138 4.072 0.0895
O -2.643 -0.530 3.225 -0.0888
H -0.625 4.423 -1.023 0.0540
H 0.708 4.508 -1.749 0.0993
O 0.302 4.478 -0.844 -0.0351
H -0.971 -4.357 0.529 -0.0478
H -0.657 -5.261 -0.552 -0.0208
O -0.817 -5.254 0.330 0.0071
H 2.711 -2.311 -2.571 0.0661
H 2.231 -3.065 -1.282 0.0051
O 2.987 -3.057 -1.927 -0.1150
H -1.176 -1.864 1.661 0.0008
H -1.165 -3.111 2.507 0.0916
O -1.379 -2.773 1.634 -0.0057
H -3.902 0.836 -0.544 0.0628
H -5.028 1.695 -1.285 0.0562
O -4.250 1.132 -1.453 -0.1049
H 2.897 3.408 -0.731 -0.0311
H 4.058 3.078 -1.585 -0.0232
O 3.483 3.747 -1.396 -0.0116
H 0.111 -3.074 0.308 -0.0109
H -0.103 -2.312 -1.026 0.0056
O 0.443 -2.956 -0.550 -0.0423
H 1.454 3.287 1.182 0.0028
H 1.500 4.279 0.228 0.0227
O 2.158 3.835 0.863 -0.0954
```

Computed properties:
**F_max**: 12.2 eV/A
**HOMO-LUMO gap**: 9.93 eV



Record 2
DFT (ωB97M-V with the def2-TZVPD basis set) results for an isolated ion of composition C3H8N3O and charge +1 at a distorted geometry.

XYZ file:
```
15
Properties=species:S:1:pos:R:3:lowdin_charge:R:1
C -0.099 0.781 -0.822 -0.1244
C -0.951 -0.293 1.013 -0.0939
C 0.732 -0.511 -0.650 -0.3359
N 2.007 -0.058 -0.034 0.0112
N -0.079 -1.239 0.263 0.0328
N -0.575 1.060 0.485 0.0740
O 3.070 -0.662 -0.280 0.0665
H 0.367 1.553 -1.429 0.1437
H -1.023 0.512 -1.515 0.1904
H -1.928 -0.464 0.631 0.1173
H -1.100 -0.509 2.112 0.1668
H 0.950 -1.070 -1.659 0.2000
H -0.371 -2.188 0.221 0.1384
H 0.303 1.305 1.005 0.1938
H -1.301 1.784 0.658 0.2194
```

Computed properties:
**F_max**: 5.8 eV/A
**HOMO-LUMO gap (spin up / spin down)**: 8.76 / 8.76 eV
**Total charge**: +1



Record 3
DFT (ωB97M-V with the def2-TZVPD basis set) results for C4H5MgO2 as an isolated structure at a distorted geometry.

XYZ file:
```
12
Properties=species:S:1:pos:R:3:lowdin_charge:R:1
O 0.436 -1.307 1.898 -0.1246
C 2.303 -2.134 2.192 0.2396
C 1.605 -1.269 1.445 -0.4202
H 2.758 -1.869 3.150 0.0530
H 1.696 -0.653 0.309 0.1411
H 1.645 1.211 -1.208 0.1108
H 0.985 -1.367 -2.391 0.0464
C 0.645 -0.334 -2.307 -0.0246
C 0.937 0.371 -1.165 -0.4328
O -0.336 0.697 -0.866 -0.4563
Mg -1.722 0.064 0.339 0.8097
H -0.013 0.028 -3.099 0.0579
```

Computed properties:
**F_max**: 4.7 eV/A
**Spin multiplicity**: 2
**HOMO-LUMO gap (spin up / spin down)**: 5.73 / 5.77 eV